(1)
ORCA calculation (the ωB97M-V functional and the def2-TZVPD basis) on a single C10H16 molecule at a distorted geometry.

- E_HOMO (eV) = -9.68
- E_LUMO (eV) = 0.8966
- SMILES = C1C2CC3CC1CC(C2)C3

Positions of all 26 atoms, in Å:
C 0.8995 -1.0999 -1.2086
C 1.1753 -0.8638 0.3593
C -0.0804 -1.2632 1.2310
C -1.2503 -0.3825 0.7899
C -1.4762 -0.5278 -0.6715
C -0.2418 -0.1696 -1.4885
C 0.1001 1.2774 -1.0826
C 0.3963 1.5144 0.3391
C 1.4496 0.5110 0.6984
C -0.8787 1.0740 1.0824
H 0.6200 -2.2562 -1.1535
H 1.8036 -1.1046 -1.8468
H 1.8753 -1.5380 0.7623
H -0.1280 -1.0725 2.2955
H -0.4270 -2.2817 0.8737
H -2.2895 -0.4555 1.2202
H -1.7763 -1.5320 -1.0218
H -2.4270 0.0257 -0.7388
H -0.3826 -0.2357 -2.6343
H 1.0325 1.5689 -1.6696
H -0.5871 2.0864 -1.5273
H 0.7288 2.4729 0.4626
H 1.7936 0.6604 1.8037
H 2.3637 0.8401 0.1537
H -0.5572 0.9921 2.2164
H -1.7362 1.7599 0.7549

Atomic charges from the natural (NBO) analysis, expressed in e, are listed below:
1. C -0.393
2. C -0.232
3. C -0.414
4. C -0.224
5. C -0.416
6. C -0.249
7. C -0.391
8. C -0.265
9. C -0.396
10. C -0.389
11. H 0.204
12. H 0.227
13. H 0.217
14. H 0.218
15. H 0.204
16. H 0.215
17. H 0.204
18. H 0.213
19. H 0.217
20. H 0.197
21. H 0.216
22. H 0.215
23. H 0.206
24. H 0.202
25. H 0.200
26. H 0.212


(2)
ORCA calculation (the ωB97M-V functional and the def2-TZVPD basis) on a molecular structure, CHErF3NOS2 at a distorted geometry.

- E_HOMO (alpha / beta) (eV) = -7.90 / -7.91
- multiplicity = 4
- E_LUMO (alpha / beta) (eV) = -2.1200 / -2.0556
- ⟨S²⟩ = 3.754

Positions of all 10 atoms, in Å:
N -1.4872 -1.1896 -0.0958
S -1.8275 0.1619 0.9997
S -0.2082 -1.0668 -0.9956
C 1.3633 -0.9485 0.2888
F 1.7345 0.2327 0.7950
F 1.1501 -1.7651 1.3223
F 2.4304 -1.4167 -0.3802
Er -0.7585 2.1350 -0.4451
O 0.1285 0.3762 -1.5346
H -1.8747 2.0658 -2.1554

Atomic charges from the natural (NBO) analysis, expressed in e, are listed below:
1. N -0.966
2. S -0.311
3. S 1.320
4. C 0.741
5. F -0.349
6. F -0.327
7. F -0.342
8. Er 1.852
9. O -1.106
10. H -0.513


(3)
ORCA calculation (the ωB97M-V functional and the def2-TZVPD basis) on a single C5H7N3 molecule at a distorted geometry.

- E_HOMO (eV) = -8.97
- E_LUMO (eV) = 1.2058
- SMILES = c1cnn(N2CC2)c1

Positions of all 15 atoms, in Å:
C -1.8028 -1.1206 1.1218
C -1.7430 -1.1955 -0.3111
N -0.8188 -0.1903 -0.5410
N -0.2773 0.2251 0.4367
N 1.0878 0.6592 0.3249
C 1.3893 1.5500 -0.8132
C 1.7588 0.1049 -0.9882
C -0.7554 -0.2560 1.5762
H -2.5364 -1.6601 1.6895
H -2.6040 -1.6317 -0.8157
H 2.2881 2.3205 -0.5587
H 0.4050 2.1007 -1.1503
H 1.2517 -0.3996 -1.7395
H 2.6660 -0.3513 -0.5745
H -0.3090 -0.1553 2.3431

Atomic charges from the natural (NBO) analysis, expressed in e, are listed below:
1. C -0.295
2. C -0.119
3. N -0.278
4. N 0.035
5. N -0.246
6. C -0.276
7. C -0.282
8. C -0.072
9. H 0.212
10. H 0.229
11. H 0.209
12. H 0.245
13. H 0.232
14. H 0.227
15. H 0.180


(4)
ORCA calculation (the ωB97M-V functional and the def2-TZVPD basis) on 5 unconnected molecules or ions with the total composition C20H28IO13S at a distorted geometry.

- E_HOMO (eV) = -12.49
- E_LUMO (eV) = -4.2983
- charge = +1

Positions of all 63 atoms, in Å:
C 5.7966 2.4839 2.0910
C 4.8672 3.2792 1.9863
S 3.5990 4.4166 1.3968
C 1.9354 3.6165 1.3971
C 1.9186 2.0829 1.7453
O 1.2280 1.7522 2.6790
I 2.9684 0.5405 0.6760
H 6.7258 1.8856 1.9661
H 3.8618 4.7205 0.0678
H 1.4064 3.8226 0.4256
H 1.3334 4.1602 2.1813
C 0.2975 -2.5634 -1.7198
C 1.5877 -2.5005 -2.5005
C 2.0691 -3.8336 -2.9911
O 3.4817 -3.6194 -3.0923
C 3.8002 -2.6629 -2.1844
O 4.9118 -2.3677 -1.8723
O 2.6807 -2.0815 -1.6703
H 0.0667 -1.5854 -1.2906
H -0.5341 -2.8725 -2.3547
H 0.3771 -3.2613 -0.8817
H 1.4944 -1.7805 -3.3182
H 1.6453 -4.1015 -3.9573
H 1.8926 -4.6489 -2.2830
C -3.0596 0.8326 -5.1534
C -2.6957 -0.6020 -5.4574
C -3.0931 -1.5762 -4.3851
O -2.1434 -2.6288 -4.5750
C -1.0340 -2.0606 -5.1158
O 0.0175 -2.6111 -5.2358
O -1.2763 -0.7795 -5.4997
H -2.6405 1.4995 -5.9091
H -4.1422 0.9647 -5.1304
H -2.6461 1.1477 -4.1925
H -3.0989 -0.8913 -6.4332
H -4.1107 -1.9440 -4.5092
H -2.9764 -1.1833 -3.3716
C -2.2152 -5.2132 2.5816
C -2.6624 -5.3322 1.1431
C -1.6156 -5.8844 0.2180
O -2.0014 -5.3215 -1.0373
C -2.6484 -4.1580 -0.7634
O -2.9468 -3.3411 -1.5825
O -2.9082 -4.0446 0.5664
H -2.9735 -4.6981 3.1739
H -2.0374 -6.1968 3.0183
H -1.3000 -4.6221 2.6612
H -3.5921 -5.9073 1.0867
H -1.6251 -6.9729 0.1742
H -0.6029 -5.5441 0.4535
C -0.9133 5.3028 5.8816
C 0.3761 5.8967 5.3641
C 0.4777 7.3860 5.5279
O 1.3739 7.7411 4.4685
C 1.2254 6.8077 3.5012
O 1.6847 6.8933 2.4011
O 0.4817 5.7567 3.9393
H -0.9743 4.2437 5.6250
H -0.9834 5.4058 6.9651
H -1.7798 5.7864 5.4255
H 1.2315 5.3835 5.8152
H 0.8863 7.6750 6.4952
H -0.4692 7.9081 5.3687

Atomic charges from the natural (NBO) analysis, expressed in e, are listed below:
1. C -0.004
2. C -0.313
3. S 0.690
4. C -0.648
5. C 0.386
6. O -0.470
7. I 0.200
8. H 0.296
9. H 0.228
10. H 0.304
11. H 0.317
12. C -0.634
13. C 0.057
14. C -0.100
15. O -0.479
16. C 0.971
17. O -0.588
18. O -0.521
19. H 0.216
20. H 0.253
21. H 0.204
22. H 0.201
23. H 0.238
24. H 0.178
25. C -0.625
26. C 0.058
27. C -0.094
28. O -0.479
29. C 0.975
30. O -0.602
31. O -0.493
32. H 0.230
33. H 0.227
34. H 0.212
35. H 0.188
36. H 0.213
37. H 0.194
38. C -0.626
39. C 0.059
40. C -0.095
41. O -0.486
42. C 0.975
43. O -0.591
44. O -0.490
45. H 0.232
46. H 0.228
47. H 0.215
48. H 0.190
49. H 0.213
50. H 0.181
51. C -0.630
52. C 0.063
53. C -0.099
54. O -0.471
55. C 0.979
56. O -0.616
57. O -0.509
58. H 0.233
59. H 0.235
60. H 0.224
61. H 0.187
62. H 0.218
63. H 0.197


(5)
ORCA calculation (the ωB97M-V functional and the def2-TZVPD basis) on a molecular structure, C22H34NP3V at a distorted geometry.

- E_HOMO (alpha / beta) (eV) = -13.99 / -13.68
- multiplicity = 2
- E_LUMO (alpha / beta) (eV) = -7.2394 / -7.2037
- charge = +2
- ⟨S²⟩ = 1.244

Positions of all 61 atoms, in Å:
C -1.3494 3.3734 -2.4513
C -1.0466 2.0973 -1.9496
C 0.2819 1.6562 -1.8794
C 1.3433 2.4943 -2.3423
C 0.9873 3.7819 -2.8761
C -0.3100 4.2005 -2.9128
C 2.6614 2.0204 -2.2449
C 2.8579 0.6310 -2.2456
C 1.7396 -0.1798 -1.8329
C 1.8447 -1.5896 -1.8995
C 3.0482 -2.1856 -2.2171
C 4.1497 -1.4134 -2.5917
C 4.0439 -0.0433 -2.6231
H -2.3853 3.6827 -2.4626
H 1.7982 4.3923 -3.2938
H -0.6030 5.1879 -3.3440
H 3.5001 2.6842 -2.4468
H 3.0980 -3.2820 -2.1847
H 5.0445 -1.9330 -2.9083
H 4.8652 0.5613 -2.9890
N 0.5978 0.4283 -1.3602
V -0.1604 -0.2136 0.4960
C -2.1911 1.2186 -1.5006
H -2.2025 0.2455 -2.0221
H -3.1564 1.7001 -1.6740
C 0.6121 -2.4789 -1.6162
H -0.2472 -2.1856 -2.2720
H 0.8603 -3.5366 -1.8324
P -2.0798 0.9200 0.3449
P 0.0893 -2.3906 0.1346
C 1.4313 -3.2636 1.0120
H 1.2594 -3.2277 2.0899
H 1.4639 -4.3150 0.6778
H 2.3963 -2.7784 0.7946
C -1.3163 -3.5122 0.1824
H -1.0062 -4.5153 -0.1615
H -1.7026 -3.5743 1.2150
H -2.1193 -3.1286 -0.4740
C -2.3484 2.6102 0.9495
H -3.3451 2.9649 0.6760
H -2.2495 2.6465 2.0330
H -1.6009 3.2829 0.5069
C -3.6670 0.0945 0.6904
H -3.7714 -0.0094 1.7749
H -4.4843 0.6984 0.3078
H -3.6766 -0.8893 0.2230
H 2.0233 2.3106 0.2208
H 2.1169 1.5875 0.3915
C 1.0569 -0.7302 3.7975
P -0.4190 -0.3826 2.7959
C -1.5057 -1.7762 3.2724
C -1.1617 0.9467 3.8158
H 1.5690 -1.6156 3.4143
H 0.7530 -0.8914 4.8394
H 1.7155 0.1394 3.7247
H -1.7978 -1.6373 4.3231
H -2.4021 -1.7581 2.6416
H -0.9899 -2.7380 3.1614
H -1.2605 0.5687 4.8504
H -0.5030 1.8262 3.8109
H -2.1500 1.2228 3.4402

Atomic charges from the Löwdin analysis, expressed in e, are listed below:
1. C 0.014
2. C -0.222
3. C -0.199
4. C -0.143
5. C 0.008
6. C -0.044
7. C 0.077
8. C -0.132
9. C -0.171
10. C -0.205
11. C -0.005
12. C -0.030
13. C 0.011
14. H 0.127
15. H 0.135
16. H 0.140
17. H 0.151
18. H 0.137
19. H 0.125
20. H 0.130
21. N -0.016
22. V 0.274
23. C -0.251
24. H 0.105
25. H 0.099
26. C -0.263
27. H 0.115
28. H 0.106
29. P 0.776
30. P 0.744
31. C -0.209
32. H 0.027
33. H 0.074
34. H 0.064
35. C -0.228
36. H 0.076
37. H 0.039
38. H 0.062
39. C -0.206
40. H 0.074
41. H 0.026
42. H 0.062
43. C -0.218
44. H 0.047
45. H 0.064
46. H 0.049
47. H 0.104
48. H 0.077
49. C -0.236
50. P 0.682
51. C -0.238
52. C -0.251
53. H 0.030
54. H 0.071
55. H 0.058
56. H 0.070
57. H 0.034
58. H 0.047
59. H 0.069
60. H 0.066
61. H 0.025


Values for molar mass, g mol⁻¹, ordered as above
136.2, 331.4, 109.1, 635.4, 456.4
Values for E_tot, Ha, ordered as above
-390.571115, -2279.627816, -358.769403, -2452.571234, -2880.967714